Entry 1:
Formula: C21H37AgFGeN3O9
Source: OMol25
Level of theory: ωB97M-V/def2-TZVPD

## Properties
- total charge = -1
- relative energy (zero: lowest compared OMol25 entry of this formula, charge and spin) (kJ/mol) = 0.0
- E_HOMO (spin up / spin down) (eV) = -5.342 / -5.330
- spin multiplicity = 2
- gap between HOMO and LUMO (spin up / spin down) (eV) = 7.9647 / 6.3661
- expectation value of S² = 0.7534

The geometry in XYZ format:
```
73
Properties=species:S:1:pos:R:3:forces:R:3:lowdin_charge:R:1
Ag 0.073 -0.210 0.251 0.1 -0.2 0.0 1.14
C 4.457 0.725 0.971 0.0 0.0 0.0 -0.08
C 3.149 0.001 1.281 0.1 -0.1 0.0 -0.70
C 2.545 0.568 2.563 0.0 0.0 0.0 -0.04
C 3.390 -1.499 1.428 0.0 0.0 0.0 -0.03
O 2.218 0.208 0.220 -0.1 0.2 0.0 -0.42
Ge 2.557 0.617 -1.631 0.0 0.0 0.0 0.95
O 1.558 2.195 -1.415 0.0 0.0 0.0 -0.36
C 1.125 2.990 -2.504 0.0 0.0 0.0 -0.72
C -0.305 2.601 -2.888 0.0 0.0 0.0 -0.03
C 2.034 2.849 -3.728 0.0 0.0 0.0 -0.08
C 1.155 4.442 -2.028 0.0 0.0 0.0 -0.05
O 1.019 -0.397 -2.041 0.0 0.1 0.0 -0.39
C 0.965 -1.609 -2.785 0.0 0.0 0.0 -0.71
C 0.431 -1.280 -4.179 0.0 0.0 0.0 -0.04
C 0.004 -2.549 -2.064 0.0 0.0 0.0 -0.04
C 2.339 -2.273 -2.900 0.0 0.0 0.0 -0.08
H 5.142 0.633 1.817 0.0 0.0 0.0 0.08
H 4.269 1.785 0.785 0.0 0.0 0.0 0.08
H 4.939 0.303 0.088 0.0 0.0 0.0 0.06
H 3.200 0.371 3.414 0.0 0.0 0.0 0.09
H 1.571 0.115 2.762 0.0 0.0 0.0 0.06
H 2.432 1.653 2.470 0.0 0.0 0.0 0.08
H 4.072 -1.706 2.257 0.0 0.0 0.0 0.08
H 3.830 -1.892 0.508 0.0 0.0 0.0 0.08
H 2.442 -2.009 1.603 0.0 0.0 0.0 0.06
H -0.352 1.533 -3.095 0.0 0.0 0.0 0.07
H -0.648 3.163 -3.760 0.0 0.0 0.0 0.08
H -0.984 2.814 -2.060 0.0 0.0 0.0 0.06
H 1.978 1.840 -4.144 0.0 0.0 0.0 0.06
H 3.072 3.051 -3.458 0.0 0.0 0.0 0.07
H 1.730 3.550 -4.509 0.0 0.0 0.0 0.08
H 0.533 4.557 -1.138 0.0 0.0 0.0 0.07
H 0.781 5.120 -2.799 0.0 0.0 0.0 0.08
H 2.176 4.727 -1.768 0.0 0.0 0.0 0.08
H -0.548 -0.808 -4.093 0.0 0.0 0.0 0.08
H 0.332 -2.182 -4.788 0.0 0.0 0.0 0.08
H 1.106 -0.587 -4.688 0.0 0.0 0.0 0.07
H -0.974 -2.080 -1.951 0.0 0.0 0.0 0.08
H 0.377 -2.780 -1.063 0.0 0.0 0.0 0.07
H -0.116 -3.486 -2.613 0.0 0.0 0.0 0.09
H 3.041 -1.642 -3.448 0.0 0.0 0.0 0.06
H 2.249 -3.228 -3.422 0.0 0.0 0.0 0.08
H 2.750 -2.462 -1.906 0.0 0.0 0.0 0.07
N -0.302 1.870 0.891 -0.1 0.0 0.0 0.00
C -1.665 2.104 1.381 0.0 0.0 0.0 -0.23
C -2.720 1.595 0.407 0.0 0.0 0.0 -0.10
C -2.920 0.077 0.405 0.1 0.0 0.1 -0.62
O -4.003 -0.379 0.747 0.0 0.0 0.0 0.05
O -1.939 -0.669 0.011 0.0 0.1 0.0 -0.11
H 0.383 1.982 1.629 0.0 0.0 0.0 0.07
H -0.009 2.440 0.100 0.0 -0.1 0.0 0.06
H -1.829 3.173 1.562 0.0 0.0 0.0 0.11
H -1.757 1.581 2.334 0.0 0.0 0.0 0.11
H -2.464 1.907 -0.609 0.0 0.0 0.0 0.10
H -3.682 2.034 0.666 0.0 0.0 0.0 0.11
F -4.770 0.179 4.718 0.0 0.0 0.0 0.07
C -4.491 -0.891 3.949 0.0 0.0 0.1 -0.19
C -3.253 -1.385 3.890 0.0 0.0 0.0 0.03
N -2.932 -2.472 3.112 0.0 0.0 0.0 0.02
C -1.543 -2.923 3.023 0.0 0.0 0.0 -0.03
C -0.627 -1.851 2.412 0.0 0.0 0.0 -0.66
O 0.086 -2.221 1.440 0.0 0.1 -0.1 -0.09
O -0.661 -0.709 2.911 -0.1 0.0 0.0 -0.05
C -3.890 -3.104 2.340 0.1 0.2 0.0 -0.47
O -3.663 -4.054 1.622 0.0 -0.1 0.0 0.08
N -5.167 -2.589 2.481 0.0 0.0 0.0 0.21
C -5.579 -1.466 3.183 0.0 0.0 -0.1 -0.42
O -6.727 -1.073 3.151 0.0 0.0 0.0 0.08
H -2.430 -0.934 4.422 0.0 0.0 0.0 0.14
H -1.535 -3.812 2.403 0.0 0.0 0.0 0.12
H -1.184 -3.167 4.026 0.0 0.0 0.0 0.13
H -5.841 -2.976 1.837 0.0 0.0 0.0 0.17
```
Forces are in eV/Å.

---

Entry 2:
Formula: C21H37BBr2CuN2O7P
Source: OMol25
Level of theory: ωB97M-V/def2-TZVPD

## Properties
- total charge = +1
- E_HOMO (spin up / spin down) (eV) = -11.686 / -11.663
- spin multiplicity = 2
- gap between HOMO and LUMO (spin up / spin down) (eV) = 7.1546 / 4.6327
- expectation value of S² = 0.7554

The geometry in XYZ format:
```
72
Properties=species:S:1:pos:R:3:forces:R:3:lowdin_charge:R:1
C 3.884 -3.301 1.040 0.2 -0.2 -0.1 -0.09
C 5.173 -2.499 1.200 -0.2 0.1 0.2 -0.22
C 5.123 -0.974 0.992 0.2 -0.4 -0.2 -0.21
C 4.221 -0.508 -0.162 -0.1 0.0 0.7 -0.11
C 2.860 0.176 0.124 0.0 0.5 -0.2 -0.44
P 2.235 0.506 1.897 -0.2 0.3 -0.1 0.78
O 2.654 -0.889 2.602 0.4 -0.3 0.6 -0.35
Br 3.898 1.879 2.580 0.3 0.2 0.0 0.47
O 2.948 1.551 -0.382 0.3 0.1 -0.2 -0.16
B 1.557 2.081 -0.567 -0.7 0.3 -1.1 -0.94
C 1.283 2.764 -2.114 0.8 -0.6 0.5 -0.02
C 0.091 3.731 -2.096 -1.0 0.1 0.5 -0.18
N -1.099 3.070 -1.617 2.0 0.3 0.0 0.30
N 1.165 3.121 0.491 0.6 0.3 -0.1 0.25
C 2.004 3.966 0.746 -0.9 -0.7 0.2 -0.39
O 2.800 4.760 1.028 0.4 0.5 0.0 0.16
O 0.774 0.874 -0.512 -0.4 0.0 0.1 0.02
C 1.593 -0.268 -0.668 0.0 0.0 0.3 -0.42
C 0.866 -1.489 -0.096 -0.1 0.0 0.3 -0.10
C -0.662 -1.382 -0.102 -0.1 -0.1 -0.2 -0.18
C -1.346 -2.704 -0.423 0.0 0.4 0.0 -0.20
C -2.861 -2.566 -0.478 0.2 -0.4 0.4 -0.19
C -3.485 -2.163 0.865 0.2 0.4 -0.4 -0.20
C -3.908 -0.702 0.881 0.0 0.1 0.1 -0.23
C -4.455 -0.279 2.234 0.2 0.0 -0.3 -0.16
C -4.901 1.185 2.326 0.1 0.1 0.4 -0.15
O -4.515 1.952 1.171 0.0 -0.4 -0.4 -0.06
C -5.544 2.545 0.486 0.0 0.5 0.6 -0.54
C -5.793 1.944 -0.850 0.0 0.1 -0.1 0.02
O -6.163 3.456 0.954 0.0 -0.2 0.0 0.14
C 1.989 -0.495 -2.133 0.0 -0.2 -0.3 -0.11
C 0.837 -0.961 -2.969 -0.1 0.0 -0.1 -0.79
O -0.165 -0.358 -3.154 -0.2 0.1 -0.1 0.06
Br 1.125 -2.685 -3.811 -0.1 -0.1 0.0 0.78
H 3.231 -2.925 0.259 -0.1 0.1 -0.1 0.05
H 3.329 -3.376 1.964 -0.3 0.2 0.1 0.07
H 4.134 -4.317 0.754 0.0 -0.2 0.0 0.08
H 5.933 -2.926 0.552 0.1 0.0 -0.2 0.11
H 5.523 -2.652 2.217 0.3 -0.1 0.1 0.11
H 6.141 -0.689 0.739 0.2 0.2 0.0 0.11
H 4.905 -0.471 1.916 -0.2 0.1 0.2 0.02
H 4.829 0.209 -0.767 0.0 -0.7 -0.2 0.08
H 4.108 -1.359 -0.821 -0.2 0.0 -0.3 0.11
H 2.687 -0.766 3.565 -0.1 -0.3 -0.1 0.08
H 2.153 3.266 -2.546 -0.1 0.3 -0.1 0.11
H 1.007 1.964 -2.787 0.1 -0.3 -0.2 0.08
H 0.281 4.634 -1.536 -0.2 0.1 0.3 0.13
H -0.058 4.034 -3.136 -0.2 -0.2 -0.4 0.15
H -1.198 2.100 -1.871 -0.3 -0.5 -0.6 0.13
H -1.321 3.202 -0.643 -0.4 0.5 0.5 0.14
H 1.168 -2.384 -0.633 0.1 -0.1 -0.2 0.11
H 1.186 -1.647 0.930 0.1 -0.2 0.1 0.09
H -0.987 -0.659 -0.841 0.0 0.2 0.0 0.10
H -1.003 -1.022 0.864 0.0 0.2 0.1 0.11
H -1.069 -3.442 0.327 0.1 -0.3 0.0 0.12
H -0.989 -3.031 -1.400 0.1 -0.3 0.0 0.09
H -3.255 -3.536 -0.768 -0.2 0.0 -0.3 0.11
H -3.108 -1.836 -1.246 -0.2 0.0 -0.2 0.11
H -2.740 -2.299 1.649 -0.1 -0.3 0.3 0.11
H -4.353 -2.779 1.081 0.0 -0.2 0.2 0.11
H -4.651 -0.537 0.106 -0.1 0.0 -0.2 0.10
H -3.052 -0.075 0.641 0.1 0.1 -0.2 0.10
H -5.287 -0.935 2.474 -0.1 0.0 0.2 0.12
H -3.665 -0.459 2.959 0.0 -0.1 0.3 0.11
H -5.974 1.260 2.469 -0.2 0.1 -0.1 0.13
H -4.437 1.654 3.188 0.0 0.1 0.1 0.12
H -6.466 2.579 -1.409 -0.1 0.1 -0.2 0.09
H -6.256 0.973 -0.695 0.0 -0.2 -0.1 0.09
H -4.860 1.791 -1.378 0.1 -0.1 -0.1 0.08
H 2.338 0.414 -2.612 0.1 0.3 0.1 0.13
H 2.791 -1.212 -2.208 0.0 -0.3 0.0 0.09
Cu 4.802 1.916 -0.836 0.0 0.9 0.2 0.65
```
Forces are in eV/Å.

---

Entry 3:
Formula: C21H37BClGaN4O4
Source: OMol25
Level of theory: ωB97M-V/def2-TZVPD

## Properties
- total charge = 0
- E_HOMO (eV) = -6.781
- spin multiplicity = 1
- gap between HOMO and LUMO (eV) = 6.8309

The geometry in XYZ format:
```
69
Properties=species:S:1:pos:R:3:forces:R:3:lowdin_charge:R:1
O 2.037 -0.344 -3.678 -1.9 1.2 -0.8 0.01
C 0.932 0.098 -4.004 -0.4 -1.9 1.0 -0.18
C 0.530 1.499 -4.202 -0.6 1.1 0.7 -0.19
C 0.686 2.441 -3.167 1.0 0.4 -0.5 -0.03
H 0.817 2.125 -2.131 0.4 0.0 -0.3 0.10
C 0.729 3.802 -3.492 -0.3 0.3 -0.5 -0.06
H 0.994 4.559 -2.747 -0.2 -0.4 -0.1 0.11
C 0.455 4.222 -4.809 -0.3 -0.4 0.1 -0.07
H 0.550 5.279 -5.111 0.0 -0.7 0.3 0.11
C -0.081 3.284 -5.711 -0.1 0.4 0.5 -0.08
H -0.450 3.637 -6.677 0.0 -0.3 0.3 0.10
C -0.145 1.935 -5.356 0.7 -0.1 -0.4 -0.03
H -0.672 1.214 -5.983 0.5 0.1 -0.2 0.12
H 0.041 -0.608 -4.058 0.8 0.2 -0.4 0.13
C -2.462 -1.540 -2.097 -1.9 -0.4 0.1 -0.13
C -2.362 -0.258 -1.328 2.6 0.4 -1.8 -0.42
H -3.130 -1.404 -2.959 0.0 -0.2 0.1 0.08
H -2.816 -2.417 -1.536 0.2 0.1 0.0 0.07
H -1.467 -1.755 -2.508 -0.2 -0.1 0.1 0.05
C -2.774 0.945 -1.750 -0.4 0.4 -0.4 -0.25
C -4.198 1.290 -2.097 0.4 -0.6 -1.0 -0.10
H -2.061 1.773 -1.891 -0.3 0.1 1.4 0.08
H -4.236 1.744 -3.092 -0.3 0.0 -0.1 0.06
H -4.598 2.034 -1.396 0.1 -0.3 0.0 0.08
H -4.797 0.368 -2.054 -0.1 0.4 -0.1 0.08
Ga -1.144 -0.290 0.200 -0.2 0.4 0.3 0.05
Cl -3.133 -0.314 1.271 -1.0 -0.2 1.1 0.29
C -0.896 0.397 2.952 0.9 -2.0 -1.3 -0.29
O -0.394 -0.423 2.091 -0.6 1.9 1.9 -0.12
N -0.922 0.114 4.247 0.0 0.1 -0.1 -0.16
C -0.380 -1.143 4.753 -0.1 -0.1 0.0 -0.01
C -1.714 0.938 5.146 -0.1 0.1 0.1 -0.03
H -1.339 1.352 2.648 0.1 -0.2 0.1 0.12
H 0.258 -1.584 3.978 -0.2 0.1 0.3 0.10
H -1.200 -1.834 5.009 0.2 0.2 -0.2 0.10
H 0.196 -0.958 5.671 -0.1 0.1 -0.3 0.09
H -1.954 1.876 4.645 0.0 -0.1 0.1 0.10
H -1.177 1.153 6.074 0.1 0.0 -0.2 0.09
H -2.650 0.437 5.419 0.1 0.0 -0.2 0.10
H 4.850 1.922 -1.807 -0.2 0.0 0.0 0.09
H 4.494 2.308 0.672 -0.2 -0.1 0.0 0.09
C 3.750 1.906 -1.848 0.1 -0.2 0.0 -0.05
C 3.436 2.020 0.612 -0.2 0.2 0.1 -0.04
N 3.195 1.317 -0.638 0.1 -0.6 0.0 -0.17
H 3.427 1.309 -2.709 0.1 0.2 0.2 0.07
C 2.666 0.066 -0.646 -0.1 0.3 0.3 -0.31
O 2.072 -0.461 0.300 0.7 0.3 -0.7 -0.03
H 3.175 1.367 1.449 0.0 0.1 -0.2 0.10
H 2.812 -0.451 -1.621 -0.2 0.3 0.4 0.12
H 3.387 2.937 -1.971 0.1 -0.3 0.1 0.09
H 2.823 2.926 0.665 0.2 -0.2 0.1 0.03
H -0.033 -5.389 0.712 -0.1 0.2 -0.2 0.10
H 2.128 -5.256 -0.919 -0.1 0.2 -0.2 0.10
C -0.508 -4.777 -0.067 0.1 -0.2 0.1 -0.01
C 1.505 -4.606 -1.552 -0.1 0.1 0.0 -0.02
N 0.494 -3.942 -0.739 -0.2 -0.1 -0.1 -0.15
H -1.284 -4.156 0.391 0.3 -0.1 -0.2 0.10
C 0.460 -2.625 -0.625 -1.2 0.7 1.1 -0.20
O -0.358 -2.075 0.179 1.2 -1.1 -1.4 -0.04
H 2.122 -3.821 -2.005 0.0 -0.4 0.0 0.10
H 1.146 -2.026 -1.244 -0.2 -0.4 0.3 0.14
H -0.961 -5.460 -0.798 0.1 0.2 0.1 0.10
H 1.023 -5.211 -2.334 0.2 0.2 0.2 0.10
B 0.598 3.848 1.197 0.4 1.4 0.6 -0.43
C 0.022 2.550 0.611 -1.1 -2.8 -1.3 -0.13
N -0.397 1.537 0.171 1.3 2.9 1.3 0.16
H -0.289 4.645 1.471 0.0 -0.4 -0.2 0.02
H 1.358 4.396 0.400 -0.3 -0.3 0.0 0.02
H 1.208 3.599 2.230 -0.1 -0.2 -0.3 0.02
```
Forces are in eV/Å.

---

| no. | molar mass (g/mol) |
| --- | --- |
| 1 | 675.01 |
| 2 | 694.67 |
| 3 | 525.54 |